Computed, not measured: the molecule C16H13FOS, with wB97M-V/def2-TZVPD.

ORCA input file:
```
! RIJCOSX wB97M-V def2-TZVPD def2/J DEFGRID3
* xyz 0 1
F 1.167 4.940 1.933
C 0.942 3.662 1.537
C 1.611 2.609 2.127
C 1.318 1.284 1.745
C 0.422 1.015 0.702
C -0.277 2.090 0.133
C -0.029 3.407 0.549
S -1.617 1.750 -0.990
C -0.953 0.399 -1.838
C -1.123 0.301 -3.234
C -0.642 -0.804 -3.920
C 0.115 -1.745 -3.263
C 0.372 -1.665 -1.888
C -0.180 -0.593 -1.145
C 0.054 -0.451 0.369
C -1.164 -0.947 1.145
C -0.803 -2.357 1.613
C 0.698 -2.262 1.811
O 1.138 -1.355 0.787
H 2.359 2.789 2.926
H 1.795 0.478 2.371
H -0.606 4.226 0.144
H -1.670 1.036 -3.817
H -0.757 -0.800 -5.025
H 0.564 -2.540 -3.886
H 0.952 -2.365 -1.318
H -2.079 -0.963 0.539
H -1.291 -0.314 2.020
H -1.058 -3.096 0.820
H -1.334 -2.677 2.516
H 0.884 -1.853 2.771
H 1.197 -3.201 1.763
*
```

The calculation puts the LUMO energy at 0.74 eV. The HOMO energy comes out at -8.253 eV. The value obtained for the largest force on an atom is 2.0 eV/A.

natural (NBO) population analysis, charges in e, atoms 1 to 5: number 1, F, carries -0.3210; number 2, C, carries 0.4000; number 3, C, carries -0.2902; number 4, C, carries -0.1613; number 5, C, carries -0.0707